Computed, not measured: a structure of composition C30H39AsBBrMnN6, with wB97M-V/def2-TZVPD.

Properties
- frontier orbital gap (alpha / beta) (eV) = 6.30 / 7.41
- energy relative to the best compared isomer or geometry (same formula, charge and spin) (eV) = 1.495
- electronic energy (hartree) = -7480.63177

Geometry as ORCA input:
```
! RIJCOSX wB97M-V def2-TZVPD def2/J DEFGRID3
* xyz 1 5
Mn -0.53199 1.39361 -0.57719
C -1.54308 2.79673 2.80412
C -1.91080 1.43682 2.31806
C -2.47022 0.37638 3.02959
C -2.69347 -0.62965 2.10369
C -3.28070 -1.98617 2.29340
N -2.27523 -0.18813 0.90590
N -1.79470 1.08639 1.03457
B -2.54933 -0.76131 -0.51056
N -3.06598 0.39972 -1.41289
N -2.28950 1.49898 -1.64707
C -2.95594 2.30286 -2.47084
C -2.38172 3.60044 -2.92566
C -4.18461 1.72089 -2.78539
C -4.21749 0.52011 -2.09915
C -5.28561 -0.51924 -2.06491
N -1.23670 -1.30684 -1.14616
N -0.31848 -0.40156 -1.61455
C 0.39214 -1.00114 -2.56660
C 1.36353 -0.27896 -3.43493
C -0.02599 -2.32966 -2.68534
C -1.06398 -2.48060 -1.78804
C -1.90130 -3.68034 -1.50464
H -1.25536 2.76541 3.85309
H -2.39789 3.46861 2.71066
H -0.71883 3.21965 2.23380
H -2.70371 0.35016 4.07977
H -3.37369 -2.20152 3.35557
H -2.65621 -2.75483 1.83843
H -4.27119 -2.05605 1.84313
H -3.36560 -1.62626 -0.45398
H -1.39187 3.77036 -2.49528
H -3.01886 4.43407 -2.63195
H -2.28183 3.62320 -4.01049
H -4.95314 2.11677 -3.42576
H -6.13934 -0.18632 -2.65034
H -5.61994 -0.70906 -1.04561
H -4.93194 -1.46216 -2.48223
H 1.55421 0.73177 -3.07930
H 0.95797 -0.22294 -4.44658
H 2.31540 -0.80637 -3.49377
H 0.36282 -3.07533 -3.35704
H -1.48125 -4.54568 -2.01207
H -2.92555 -3.54417 -1.85117
H -1.93536 -3.89143 -0.43639
C 4.94593 0.26554 -2.11867
As 3.47660 0.11627 -0.82898
C 4.51019 0.69728 0.72857
C 3.55334 -1.83410 -0.50878
C 2.89907 -2.17612 0.79748
C 3.63812 -2.49826 1.93086
C 3.00457 -2.77213 3.13598
C 1.62038 -2.72915 3.22661
C 0.87309 -2.40941 2.10014
C 1.50868 -2.13270 0.89946
H 5.75914 -0.41046 -1.85542
H 5.31976 1.28901 -2.08583
H 4.61434 0.05324 -3.13389
H 5.51744 0.28108 0.70187
H 4.01841 0.38264 1.64646
H 4.57310 1.78564 0.71878
H 4.59590 -2.15076 -0.55163
H 3.00693 -2.31794 -1.32201
H 4.71938 -2.53231 1.87132
H 3.59568 -3.02654 4.00581
H 1.12892 -2.95463 4.16361
H -0.20903 -2.37391 2.15866
H 0.92227 -1.87776 0.02417
Br 3.07447 4.64289 3.55768
C 2.20922 3.45289 2.38610
C 1.94260 2.14934 2.80987
C 1.28728 1.26279 1.97144
C 0.92962 1.69355 0.70436
C 1.21278 2.97382 0.27906
C 1.84810 3.88651 1.12312
H 2.23290 1.83834 3.80437
H 1.06463 0.25938 2.31211
H 0.98824 3.30707 -0.74516
H 2.07024 4.89169 0.79460
*
```

---

Computed, not measured: an isolated molecule of C2H3ClF2O, with wB97M-V/def2-TZVPD.

Properties
- frontier orbital gap (eV) = 12.12
- energy relative to the best compared isomer or geometry (same formula, charge and spin) (eV) = 0.519
- electronic energy (hartree) = -813.14623
- SMILES = COC(F)(F)Cl

Geometry as ORCA input:
```
! RIJCOSX wB97M-V def2-TZVPD def2/J DEFGRID3
* xyz 0 1
C 0.09218 -0.04669 0.17188
O 1.15662 0.19807 0.96637
C 2.13416 1.20878 0.55531
F 2.86195 0.83990 -0.49849
F 3.02271 1.36556 1.53234
Cl 1.31957 2.80993 0.26380
H 0.10121 -0.04755 -0.96204
H -0.70835 0.64504 0.38317
H -0.19764 -1.11486 0.32512
*
```

---

Computed, not measured: a structure of composition C31H47NO3P2STl, with wB97M-V/def2-TZVPD.

Properties
- frontier orbital gap (alpha / beta) (eV) = 4.51 / 4.51
- energy relative to the best compared isomer or geometry (same formula, charge and spin) (eV) = 3.096
- electronic energy (hartree) = -2742.83916

Geometry as ORCA input:
```
! RIJCOSX wB97M-V def2-TZVPD def2/J DEFGRID3
* xyz 1 1
Tl -4.38989 1.97822 -2.71147
C 0.13246 0.92636 2.54245
C -0.88801 -0.04253 2.32666
C 1.13951 -1.13360 2.33937
C 1.38231 0.24665 2.58171
C -0.26269 -1.30873 2.16928
C -0.04107 2.37927 2.72777
H -1.10099 2.65487 2.69087
H 0.49244 2.93985 1.94560
H 0.36482 2.70106 3.69856
C 2.69343 0.84440 2.87076
H 2.57356 1.85659 3.27289
H 3.30184 0.92409 1.95842
H 3.24817 0.23529 3.59751
C 2.16530 -2.18612 2.32406
H 2.82358 -2.09652 3.19921
H 2.79524 -2.12432 1.42573
H 1.69851 -3.17710 2.33467
C -0.93044 -2.60310 1.92731
H -0.87084 -3.25572 2.81191
H -0.45482 -3.13576 1.09108
H -1.98918 -2.45715 1.68641
C -2.34681 0.20054 2.36226
H -2.76241 -0.00972 3.36153
H -2.87281 -0.44748 1.65083
H -2.57668 1.24519 2.12589
C -3.35374 3.33394 -4.40301
C -4.31879 4.10954 -3.75620
C -5.70359 4.34414 -4.32114
C -6.41820 3.09927 -4.91196
C -6.07069 1.74312 -4.32323
C -5.05636 0.89246 -4.76956
C -4.00589 1.26971 -5.78732
C -3.55707 2.74695 -5.78410
H -5.67019 5.11063 -5.11560
H -6.31281 3.11105 -6.00751
H -6.33874 4.76575 -3.52429
H -4.24096 3.35228 -6.39751
H -2.31615 3.34558 -4.04657
H -4.01219 4.79206 -2.95501
H -2.58179 2.78836 -6.30170
H -3.11819 0.63493 -5.60812
H -5.12230 -0.18119 -4.55643
H -4.34089 1.02224 -6.81221
H -7.49458 3.24953 -4.70717
H -6.84043 1.33420 -3.65738
P 0.60397 1.67632 -2.70603
P -0.88562 -1.58762 -2.58584
C -0.58401 0.93872 -3.94469
C -0.38854 -0.58087 -4.08217
H -0.37476 1.43538 -4.90390
H -1.61138 1.20350 -3.64344
H -0.97630 -0.97913 -4.92102
H 0.67256 -0.81785 -4.25619
C -0.31724 -3.26042 -3.09419
H -1.00917 -3.99181 -2.66694
H 0.68337 -3.44952 -2.68617
H -0.31134 -3.34854 -4.18823
C -2.67894 -1.79536 -2.96494
H -2.84336 -1.86322 -4.05007
H -3.25809 -0.95474 -2.55048
H -3.01324 -2.72215 -2.47780
C 0.94625 3.35519 -3.38461
H 1.01535 4.06675 -2.54901
H 0.19523 3.68617 -4.11430
H 1.93338 3.31156 -3.86617
C -0.53011 2.13503 -1.31713
H -0.93385 1.22956 -0.84719
H -1.34850 2.79675 -1.64840
H 0.09382 2.64601 -0.56831
O 2.05866 -2.75137 -1.04628
S 2.82645 -1.62125 -1.57796
O 4.23386 -1.65548 -0.54604
N 2.14113 -0.25080 -1.04640
C 2.86887 0.79829 -0.61807
O 2.30644 1.81477 -0.12726
C 4.34709 0.72454 -0.70013
C 5.13194 1.88591 -0.69170
C 6.51123 1.79278 -0.52153
C 7.11495 0.54653 -0.30049
C 6.34469 -0.61237 -0.27301
C 4.96399 -0.50550 -0.50573
H 4.62867 2.84510 -0.82218
H 7.11249 2.70169 -0.54776
H 8.19137 0.47883 -0.15094
H 6.77003 -1.59887 -0.10081
*
```

---

Computed, not measured: a structure of composition C7H9CaClN2, with wB97M-V/def2-TZVPD.

Properties
- frontier orbital gap (eV) = 6.57
- energy relative to the best compared isomer or geometry (same formula, charge and spin) (eV) = 0.000
- electronic energy (hartree) = -1518.72633

Geometry as ORCA input:
```
! RIJCOSX wB97M-V def2-TZVPD def2/J DEFGRID3
* xyz 2 1
C -1.55007 0.91089 -1.28439
C -0.00611 0.84981 -1.24596
Cl 0.53318 2.48590 -1.75725
C 0.51346 0.54626 0.17331
C 0.39941 -0.95157 0.52724
C -1.02977 -1.26895 0.67793
N -2.16555 -1.34964 0.83419
C 1.21938 -1.38872 1.78901
C 2.01978 -0.29135 2.32013
N 2.71250 0.55499 2.66520
H -2.00993 1.31976 -0.38909
H -1.97408 -0.10910 -1.44453
H -1.82754 1.55245 -2.14124
H 0.44226 0.16815 -1.98337
H -0.11542 1.12471 0.85095
H 1.54611 0.88002 0.24163
H 0.74670 -1.54793 -0.32261
H 0.54394 -1.74356 2.56829
H 1.86156 -2.23004 1.53604
Ca -1.85979 0.48791 -3.61548
*
```